Computed, not measured: the molecule C4H7Cl in a non-equilibrium geometry, with wB97M-V/def2-TZVPD.

```
12
Properties=species:S:1:pos:R:3:forces:R:3
Cl -2.79144 -0.42579 -0.10801 -0.4 0.1 -0.3
C -1.21402 0.06477 0.46002 -0.4 -1.3 2.8
C -0.01990 -0.27312 -0.39854 0.6 -1.3 -2.1
C 1.42726 -0.77386 0.00762 -1.6 0.9 1.2
C -0.42882 1.10339 -0.15290 1.7 2.7 0.5
H -1.24499 0.03582 1.60843 0.5 -0.2 -2.0
H 1.24870 -1.78947 0.46046 1.0 0.7 -1.0
H -0.68982 1.71067 -0.98149 -0.7 0.5 -0.5
H -0.44205 -0.54248 -1.46126 1.2 -0.1 2.1
H 2.11301 -0.62955 -0.88307 -0.7 -0.7 1.2
H 1.80387 -0.11856 0.89085 -0.6 -1.0 -1.6
H 0.23820 1.63818 0.55789 -0.7 -0.2 -0.4
```
Positions in Å, forces in eV/Å.

As for the energy above the lowest of the compared OMol25 structures with the same formula, charge and spin: 23.99 kcal/mol. The structure (SMILES) is C[C@@H]1C[C@H]1Cl. The total energy is -616.739308 hartree. The frontier orbital gap is 11.12 eV. The value obtained for the LUMO energy is 1.15 eV. As for the HOMO energy: -10.0 eV. The charge is 0.